Formula: C6H18F2Na2O8P2
Source: the Open Molecules 2025 dataset
Level of theory: ωB97M-V/def2-TZVPD

Structure (XYZ):
```
38
Properties=species:S:1:pos:R:3:forces:R:3
Na 0.5813 0.8423 3.0231 2.346 0.815 4.272
Na -0.9847 -0.1884 1.6443 -1.935 0.229 8.204
F -1.2906 0.7400 3.3210 -2.312 0.036 2.721
F 0.8884 -0.6501 1.9609 2.294 -2.509 -0.795
C 2.9614 0.8413 0.5225 -0.496 -0.326 1.514
O 1.8083 1.2769 -0.1502 -3.237 2.912 -0.490
P 0.5583 2.2000 0.5745 1.395 -1.006 -1.723
O -0.3038 1.3830 1.4533 2.138 8.601 -5.436
O 1.4159 3.3279 1.4068 -2.507 -2.794 -1.116
C 2.0306 4.1769 0.4977 1.279 2.566 -0.136
O -0.1840 2.9754 -0.7271 3.627 -1.008 2.778
C -1.4600 2.6483 -1.1504 -1.893 -0.412 -0.375
H 3.8703 1.3286 0.1696 -0.123 -0.025 -0.192
H 2.9328 -0.2439 0.4235 0.682 0.431 0.299
H 2.7984 1.0224 1.5849 0.621 -0.024 0.111
H 1.3597 5.0040 0.2655 0.019 0.120 0.031
H 2.3378 3.7679 -0.4648 0.143 -0.504 0.269
H 2.8716 4.5597 1.0758 0.273 0.234 -0.588
H -1.8902 1.8231 -0.5829 -0.089 0.127 0.157
H -1.4900 2.3563 -2.2001 0.473 -0.031 -0.062
H -2.0754 3.5440 -1.0662 -0.154 -0.115 0.197
C -1.8688 -3.7592 1.4231 0.075 -0.272 2.709
O -1.5670 -3.6847 0.0666 1.416 1.851 -2.686
P -0.9133 -2.2587 -0.5203 0.798 -0.693 0.107
O -1.2743 -1.1234 0.3753 -2.087 -7.217 -9.959
O 0.7314 -2.4704 -0.6199 -3.113 0.253 -0.040
C 1.4752 -1.3938 -1.2185 1.656 -0.685 -0.464
O -1.3899 -2.0911 -2.1033 1.682 -0.555 1.875
C -2.6072 -2.6431 -2.5636 -1.386 -0.326 1.166
H -2.8753 -3.4548 1.7099 0.014 0.626 -0.523
H -1.1247 -3.2769 2.0570 -0.108 0.684 -0.215
H -1.8197 -4.7571 1.8587 0.152 -0.641 -1.049
H 2.4054 -1.2031 -0.6833 -0.947 -0.042 0.988
H 0.9540 -0.4538 -1.4001 -0.089 -0.495 -0.036
H 2.0317 -1.8127 -2.0569 -1.097 0.011 -1.074
H -3.3550 -2.3387 -1.8313 -0.497 0.022 -0.248
H -2.6173 -3.7326 -2.5326 0.354 -0.016 -0.260
H -2.9212 -2.2816 -3.5428 0.634 0.177 0.068
```
Forces are in eV/Å.

Results
Highest occupied orbital energy (eV): -8.702
HOMO-LUMO gap (eV): 8.91
LUMO energy (eV): 0.21
Max |F| (eV Å⁻¹): 12.47
DFT total energy (Ha): -2048.43052

Atom-resolved charges from Mulliken, all expressed in e: 0.94 1.32 -0.98 -0.95 -0.67 -0.13 0.92 -0.62 -0.33 -0.76 -0.36 -0.63 0.23 0.17 0.26 0.27 0.35 0.27 0.25 0.26 0.27 -0.68 -0.39 0.89 -0.48 -0.41 -0.49 -0.31 -0.67 0.29 0.30 0.27 0.06 0.28 0.42 0.31 0.30 0.25